Record 1
{
  "formula": "C29H54N3OP2Pd",
  "method": "ωB97M-V/def2-TZVPD",
  "symbols": ["C", "C", "C", "C", "C", "H", "H", "H", "N", "P", "P", "C", "H", "H", "C", "O", "C", "H", "C", "C", "C", "C", "C", "H", "H", "H", "C", "H", "H", "H", "C", "H", "H", "H", "C", "H", "H", "H", "C", "H", "H", "H", "C", "H", "H", "H", "C", "H", "H", "H", "C", "H", "H", "H", "C", "H", "H", "H", "C", "H", "H", "H", "C", "H", "H", "H", "C", "H", "H", "H", "Pd", "N", "C", "C", "C", "C", "C", "H", "H", "H", "H", "H", "H", "H", "H", "H", "N", "H", "H", "H"],
  "coordinates": [[-1.145856, -2.348647, -0.897954], [1.067121, -1.447484, -1.040325], [-0.784265, -3.367733, -1.793405], [1.483689, -2.524927, -1.851428], [0.535077, -3.470909, -2.229442], [-1.599162, -4.040163, -2.081596], [2.513497, -2.607684, -2.219559], [0.829495, -4.344939, -2.837509], [-0.174420, -1.533661, -0.432213], [-2.998968, -1.021647, 0.834981], [2.808861, 1.011907, 0.151745], [-2.634766, -2.121215, -0.605159], [-3.097614, -1.707204, -1.509558], [-3.131685, -3.086142, -0.469864], [-0.242256, 1.743579, 1.852285], [0.119265, 2.826158, 2.048249], [1.909305, -0.161429, -1.178103], [2.871500, -0.527252, -1.675854], [4.278187, 1.860868, -0.865196], [3.576500, 0.550563, 1.892189], [-4.177869, 0.403210, 0.364455], [-3.824182, -2.323595, 1.983358], [3.809632, 3.336462, -0.895623], [3.921335, 3.805784, 0.091245], [4.456214, 3.892821, -1.592660], [2.762071, 3.437101, -1.211224], [5.738721, 1.832575, -0.360516], [5.905168, 2.206601, 0.657710], [6.198912, 0.842209, -0.462679], [6.316391, 2.512093, -1.016011], [4.373551, 1.317404, -2.310490], [4.655300, 2.152291, -2.981064], [5.144811, 0.538024, -2.453688], [3.418251, 0.901668, -2.631101], [4.056914, 1.872213, 2.538691], [3.209301, 2.529462, 2.787525], [4.569597, 1.657934, 3.492109], [4.742849, 2.483655, 1.942772], [2.459800, -0.032230, 2.773696], [1.583187, 0.629303, 2.779210], [2.140526, -1.026890, 2.425290], [2.805749, -0.137889, 3.815089], [4.638232, -0.531787, 1.675270], [5.550742, -0.119823, 1.241195], [4.896790, -1.000647, 2.647725], [4.238423, -1.339247, 1.018265], [-4.097504, -1.674648, 3.354581], [-4.561786, -2.430276, 4.008496], [-3.183332, -1.317704, 3.851863], [-4.792849, -0.826138, 3.278870], [-2.881577, -3.534382, 2.141407], [-2.752641, -4.086576, 1.203817], [-1.886742, -3.271781, 2.517624], [-3.333849, -4.234719, 2.860142], [-5.147720, -2.880955, 1.412600], [-5.401681, -3.790157, 1.983265], [-5.988104, -2.187476, 1.526828], [-5.071004, -3.167563, 0.355273], [-3.874191, 0.801767, -1.097434], [-4.282955, 0.074034, -1.819791], [-4.347373, 1.777411, -1.303202], [-2.788538, 0.918976, -1.256993], [-3.830385, 1.586043, 1.314897], [-2.734632, 1.746121, 1.396594], [-4.284867, 2.494920, 0.887201], [-4.232890, 1.416586, 2.329731], [-5.681964, 0.074445, 0.493091], [-5.979215, -0.775428, -0.143045], [-5.996350, -0.103970, 1.535095], [-6.249503, 0.952752, 0.140390], [-0.779865, -0.022282, 1.044829], [-0.117609, 1.097079, -0.600423], [0.861600, 0.890225, -1.418168], [0.556332, 1.562863, -2.897908], [1.630079, 1.321632, -3.943321], [-0.678759, 0.826342, -3.444491], [0.330370, 3.073905, -2.670432], [2.463043, 2.031564, -3.799687], [2.000391, 0.277030, -3.928969], [1.192417, 1.533119, -4.937862], [-1.564312, 1.012225, -2.830684], [-0.907625, 1.060203, -4.503438], [-0.487508, -0.257872, -3.369766], [-0.369330, 3.491357, -3.406810], [-0.022310, 3.225444, -1.631820], [1.294843, 3.598147, -2.734507], [-0.506208, -1.284380, 2.937029], [-0.054993, -2.166604, 2.677494], [-1.352255, -1.513429, 3.453544], [0.119453, -0.838621, 3.623296]],
  "forces_ev_per_a": [[0.89, -0.32, -0.48], [-0.50, -1.99, 0.21], [-0.31, 0.22, 0.18], [-0.27, 0.81, 0.37], [-0.40, -1.24, 0.23], [0.66, 0.05, -0.28], [-0.49, 0.24, 0.01], [-0.16, 0.71, 0.23], [0.05, 0.92, -1.09], [-1.46, -0.76, -0.43], [2.67, -0.50, 0.19], [0.71, 0.05, -0.12], [0.28, 0.12, 0.07], [0.12, 0.18, 0.09], [1.09, 5.49, 2.19], [-1.22, -3.88, -0.85], [0.64, -1.32, 3.17], [-1.88, 1.34, -0.48], [0.11, 0.39, -0.63], [-0.87, -0.11, 0.59], [0.06, 0.20, 0.04], [0.30, 0.19, 0.62], [-0.01, 0.10, 0.17], [-0.12, -0.08, -0.19], [-0.28, -0.17, 0.20], [0.28, 0.09, 0.00], [0.19, -0.11, 0.62], [-0.04, -0.20, -0.45], [-0.16, 0.26, 0.05], [-0.43, -0.27, 0.11], [-0.27, -0.23, -0.15], [-0.23, -0.43, 0.31], [-0.34, 0.27, 0.37], [0.70, 0.42, -0.28], [-0.13, 0.39, -0.03], [0.11, -0.30, -0.06], [-0.17, -0.19, -0.37], [-0.25, -0.41, 0.18], [-0.29, -0.06, -0.05], [0.34, -0.16, 0.17], [0.18, 0.23, 0.00], [0.04, 0.07, -0.38], [0.07, -0.27, -0.44], [-0.15, -0.24, 0.09], [-0.21, 0.34, -0.42], [0.37, 0.40, 0.43], [-0.11, -0.08, 0.02], [0.16, 0.30, -0.16], [-0.30, -0.07, -0.06], [0.21, -0.26, 0.04], [0.17, 0.03, 0.05], [-0.02, 0.05, 0.23], [-0.23, -0.14, -0.07], [0.14, 0.26, -0.19], [-0.23, 0.22, -0.16], [0.19, 0.30, -0.19], [0.34, -0.29, -0.04], [-0.08, 0.01, 0.23], [0.14, 0.00, 0.09], [0.21, 0.30, 0.28], [0.15, -0.40, 0.09], [-0.39, -0.02, -0.01], [0.06, -0.19, -0.07], [-0.71, 0.06, -0.12], [0.15, -0.28, 0.34], [0.19, 0.14, -0.42], [-0.03, -0.05, -0.02], [0.11, 0.36, 0.28], [0.18, 0.05, -0.48], [0.28, -0.23, 0.10], [-0.32, -1.54, 0.63], [3.64, -0.54, -2.43], [-3.27, 1.76, -2.26], [-0.05, 0.09, -0.02], [0.70, 0.37, -0.11], [-0.49, -0.59, 0.63], [0.21, -0.23, 0.61], [-0.38, -0.50, -0.33], [-0.18, 0.49, -0.23], [0.26, -0.19, 0.50], [0.06, 0.14, -0.20], [0.31, 0.07, 0.70], [-0.11, 0.17, -0.27], [0.23, -0.09, 0.28], [-0.25, 0.23, -0.74], [-0.38, -0.01, -0.18], [0.73, -0.01, 0.37], [-0.20, 0.22, 0.16], [0.05, -0.01, -0.15], [-0.33, -0.17, -0.40]],
  "lowdin_spin": [0.0071, 0.0063, 0.0095, 0.0145, -0.0043, 0.0008, 0.0018, -0.0004, 0.1254, 0.2760, 0.5634, 0.0350, 0.0018, 0.0032, 0.1003, 0.0365, 0.0921, 0.0123, 0.0437, 0.0836, 0.0375, 0.0397, 0.0239, 0.0008, 0.0022, 0.0050, 0.0118, 0.0006, 0.0000, 0.0032, 0.0054, 0.0006, 0.0003, 0.0006, 0.0030, 0.0016, -0.0001, 0.0001, 0.0082, 0.0051, 0.0004, 0.0004, 0.0429, 0.0001, 0.0129, 0.0040, 0.0017, -0.0002, 0.0007, 0.0001, 0.0005, 0.0001, 0.0005, -0.0001, 0.0194, 0.0048, 0.0002, 0.0007, 0.0019, 0.0000, 0.0003, 0.0008, 0.0131, 0.0057, 0.0006, 0.0000, 0.0138, 0.0003, 0.0003, 0.0044, 1.1226, 0.8402, 0.1026, 0.0655, 0.0125, 0.0031, 0.0097, 0.0002, 0.0010, 0.0049, 0.0028, 0.0001, 0.0006, 0.0006, 0.0039, 0.0008, 0.1321, 0.0022, 0.0030, 0.0029],
  "spin_multiplicity": 5,
  "homo_ha": [-0.6257, -0.6601],
  "energy_ev": -59493.36492,
  "orbital_gap_ev": [7.72, 6.34],
  "charge": 3
}

***

Record 2
{
  "formula": "C17H23N3O3S",
  "method": "ωB97M-V/def2-TZVPD",
  "symbols": ["C", "C", "C", "C", "C", "O", "N", "C", "C", "O", "C", "C", "N", "N", "C", "C", "C", "C", "C", "O", "C", "C", "C", "S", "H", "H", "H", "H", "H", "H", "H", "H", "H", "H", "H", "H", "H", "H", "H", "H", "H", "H", "H", "H", "H", "H", "H"],
  "coordinates": [[-6.263248, -2.277749, 0.918432], [-5.595765, -2.217598, -0.451097], [-4.074663, -2.101272, -0.375349], [-3.609886, -0.776727, 0.228646], [-2.103149, -0.658442, 0.163001], [-1.398079, -1.538698, -0.286781], [-1.553004, 0.485005, 0.688965], [-2.300827, 1.665428, 1.080074], [-2.617372, 2.546153, -0.133246], [-1.411948, 2.851171, -0.783901], [-1.573832, 3.702948, -1.886900], [-0.181902, 0.602997, 0.739777], [0.422811, 1.562136, 1.364799], [1.739472, 1.478267, 1.306104], [2.182580, 0.461494, 0.640249], [3.581886, 0.171200, 0.447129], [4.552874, 1.025408, 0.981834], [5.888424, 0.759950, 0.800377], [6.300004, -0.366367, 0.079891], [7.643564, -0.533040, -0.041221], [8.125336, -1.645350, -0.755826], [5.338310, -1.220247, -0.452610], [3.996110, -0.948837, -0.268021], [0.888139, -0.553861, 0.000297], [-7.329002, -2.465093, 0.809757], [-5.834397, -3.080286, 1.514295], [-6.141462, -1.342566, 1.459729], [-5.842227, -3.127385, -1.002039], [-5.998601, -1.372685, -1.015231], [-3.654823, -2.189137, -1.379006], [-3.670514, -2.923976, 0.216399], [-3.912047, -0.714477, 1.276472], [-4.071228, 0.053293, -0.309149], [-3.220767, 1.384581, 1.593087], [-1.651949, 2.226934, 1.755090], [-3.118338, 3.464363, 0.212570], [-3.297938, 2.031213, -0.832195], [-0.580746, 3.863311, -2.299859], [-2.006000, 4.665399, -1.586126], [-2.219903, 3.249474, -2.650001], [4.228271, 1.891593, 1.535450], [6.647583, 1.409783, 1.206175], [7.794901, -1.626793, -1.799359], [7.813996, -2.586925, -0.292193], [9.211050, -1.569747, -0.721439], [5.621785, -2.097759, -1.012146], [3.256521, -1.617086, -0.684902]],
  "forces_ev_per_a": [[-0.01, 0.04, -0.26], [0.15, -0.06, 0.19], [-0.14, 0.21, -0.10], [0.02, -0.47, -0.18], [-0.38, 0.18, 0.19], [-0.15, -0.20, -0.13], [-0.07, -0.07, -0.02], [-0.25, 0.54, -0.28], [-0.07, -0.06, 0.14], [0.01, -0.14, 0.25], [-0.05, 0.03, -0.08], [0.96, -0.62, -0.19], [-1.66, 0.15, 0.10], [1.65, 0.06, 0.04], [-1.20, -0.31, -0.26], [0.75, -0.25, -0.16], [-0.09, -0.18, -0.11], [0.18, -0.15, -0.10], [-0.20, 0.08, 0.05], [-0.14, 0.24, 0.15], [0.07, -0.17, -0.11], [0.45, -0.12, -0.08], [-0.18, 0.39, 0.25], [0.52, 0.77, 0.49], [-0.10, 0.00, 0.09], [0.03, -0.08, 0.12], [-0.02, 0.08, 0.13], [-0.03, 0.05, -0.07], [-0.03, -0.02, -0.10], [0.06, -0.06, 0.06], [0.05, -0.04, -0.05], [-0.03, 0.14, 0.00], [-0.03, 0.09, 0.08], [0.08, 0.03, -0.01], [-0.23, -0.09, 0.00], [0.01, -0.09, -0.02], [0.03, 0.06, 0.08], [-0.05, 0.06, -0.07], [0.02, -0.01, -0.03], [0.03, 0.03, 0.00], [0.00, 0.10, 0.06], [0.08, 0.09, 0.05], [0.00, -0.01, 0.04], [0.00, 0.04, -0.03], [-0.08, -0.05, -0.03], [0.06, -0.06, -0.04], [0.00, -0.11, -0.07]],
  "mulliken_charge": [-1.1391, -0.5102, -0.6567, -0.6271, 0.9150, -0.7173, 0.3019, -1.2396, -0.3464, -0.2117, -0.7904, 0.1698, -0.2116, -0.6298, 0.1826, 0.8537, -0.5378, -0.5036, 0.8851, -0.4553, -0.8366, -0.5526, -0.9397, -0.1362, 0.3674, 0.2843, 0.2815, 0.3515, 0.2859, 0.3608, 0.3346, 0.2507, 0.2338, 0.3839, 0.5113, 0.3983, 0.3553, 0.2404, 0.2921, 0.3169, 0.4840, 0.4182, 0.3374, 0.3371, 0.2396, 0.3915, 0.2774],
  "homo_ha": -0.2845,
  "energy_ev": -39449.50540,
  "smiles": "CCCCC(=O)N(CCOC)c1nnc(-c2ccc(OC)cc2)s1",
  "orbital_gap_ev": 8.44,
  "charge": 0
}